{"formula": "C3H7N", "method": "the ωB97M-V functional and the def2-TZVPD basis", "symbols": ["C", "C", "C", "N", "H", "H", "H", "H", "H", "H", "H"], "coordinates": [[0.725, -0.808, 1.445], [-2.177, 1.446, -0.627], [-0.927, 1.790, -1.028], [1.146, 0.251, 1.602], [0.520, -1.909, 1.350], [3.503, -3.636, -0.141], [3.341, -3.548, 0.711], [-2.414, 1.439, 0.398], [-2.905, 1.287, -1.348], [-0.215, 2.057, -0.332], [-0.596, 1.631, -2.028]], "mulliken_charge": [0.101, -0.505, -0.554, -0.343, 0.245, 0.049, -0.047, 0.261, 0.263, 0.291, 0.238], "de_lowest_kcal_mol": 63.4, "gap_ev": 10.927, "e_tot_ha": -173.14105}

{"formula": "C30H18F3N7O4SV", "method": "the ωB97M-V functional and the def2-TZVPD basis", "symbols": ["V", "S", "N", "C", "C", "C", "C", "C", "N", "C", "C", "N", "C", "C", "C", "C", "C", "N", "H", "H", "H", "H", "H", "H", "C", "O", "C", "C", "C", "C", "C", "C", "N", "N", "C", "C", "C", "C", "O", "C", "N", "C", "C", "C", "C", "H", "H", "H", "H", "H", "H", "H", "H", "H", "H", "H", "H", "F", "C", "F", "F", "C", "O", "O"], "coordinates": [[0.108, 0.915, 1.542], [-4.092, 6.700, -0.701], [-3.136, 6.566, 0.588], [-2.599, 5.357, 0.542], [-1.673, 4.809, 1.511], [-1.228, 5.490, 2.648], [-0.350, 4.859, 3.501], [0.069, 3.562, 3.207], [-0.344, 2.907, 2.132], [-1.204, 3.516, 1.291], [-1.637, 2.742, 0.131], [-1.128, 1.499, 0.008], [-1.510, 0.726, -1.003], [-2.415, 1.163, -1.964], [-2.932, 2.436, -1.864], [-2.542, 3.251, -0.797], [-3.024, 4.598, -0.579], [-3.873, 5.246, -1.360], [-1.581, 6.495, 2.839], [0.016, 5.347, 4.392], [0.756, 3.040, 3.860], [-1.084, -0.269, -1.043], [-2.698, 0.499, -2.768], [-3.638, 2.819, -2.590], [-2.462, -2.596, -2.393], [-1.346, -1.728, -2.550], [-0.108, -2.282, -2.517], [0.149, -3.632, -2.282], [1.465, -4.079, -2.231], [2.514, -3.185, -2.354], [2.259, -1.853, -2.668], [0.954, -1.408, -2.752], [3.832, -3.688, -2.076], [4.534, -3.094, -1.246], [3.962, -1.961, -0.557], [4.501, -0.741, -0.621], [3.800, 0.410, -0.077], [2.552, 0.303, 0.418], [1.795, 1.318, 0.879], [1.985, -1.014, 0.617], [0.808, -1.056, 1.158], [0.250, -2.351, 1.512], [1.255, -3.476, 1.723], [2.408, -3.373, 0.775], [2.766, -2.189, 0.260], [-3.345, -1.970, -2.477], [-2.452, -3.078, -1.413], [-2.481, -3.355, -3.177], [-0.655, -4.340, -2.145], [1.679, -5.124, -2.044], [3.072, -1.163, -2.839], [0.736, -0.380, -3.011], [5.422, -0.582, -1.165], [4.251, 1.390, -0.160], [-0.410, -2.677, 0.698], [0.733, -4.426, 1.607], [3.009, -4.259, 0.614], [-1.300, -3.247, 3.049], [-0.668, -2.100, 2.713], [0.049, -1.673, 3.784], [1.803, -3.467, 2.999], [-1.673, -1.019, 2.272], [-2.592, -1.334, 1.561], [-1.313, 0.202, 2.593]], "mulliken_spin": [2.093, -0.001, -0.001, 0.000, -0.005, 0.013, 0.001, 0.033, 0.011, 0.008, 0.003, -0.061, -0.082, 0.009, 0.001, -0.002, -0.002, 0.000, 0.000, 0.000, -0.004, 0.075, 0.000, 0.000, 0.000, -0.001, -0.002, -0.001, 0.000, 0.002, -0.001, 0.002, 0.000, 0.000, 0.000, -0.003, -0.011, -0.028, -0.045, 0.036, -0.022, 0.011, 0.003, 0.015, 0.004, 0.000, 0.000, 0.000, 0.000, 0.001, 0.000, 0.001, 0.000, 0.001, -0.009, 0.001, -0.001, 0.000, -0.012, 0.000, 0.001, 0.000, -0.003, -0.025], "multiplicity": 3, "charge": 1, "de_lowest_kcal_mol": 0.7, "gap_ev": [6.570, 6.648], "e_tot_ha": -3479.94516}

{"formula": "C6H7ClO", "method": "the ωB97M-V functional and the def2-TZVPD basis", "symbols": ["C", "C", "C", "C", "C", "C", "H", "H", "H", "H", "H", "H", "H", "O", "Cl"], "coordinates": [[1.269, -2.036, -1.355], [0.597, -0.968, -0.542], [0.189, 0.224, -0.952], [-0.434, 1.254, -0.053], [-0.980, 0.812, 1.263], [-1.338, 1.717, 2.176], [1.367, -1.754, -2.383], [2.259, -2.205, -0.935], [0.734, -2.975, -1.311], [0.458, -1.187, 0.521], [-1.110, -0.235, 1.464], [-1.749, 1.400, 3.124], [-1.205, 2.755, 1.951], [-0.478, 2.427, -0.383], [0.422, 0.770, -2.585]], "mulliken_charge": [-1.234, -0.136, 0.519, 0.623, -0.314, -0.728, 0.343, 0.295, 0.312, 0.249, 0.251, 0.268, 0.301, -0.563, -0.184], "de_lowest_kcal_mol": 31.1, "gap_ev": 9.610, "e_tot_ha": -768.21467}

{"formula": "C24H43NP2W", "method": "the ωB97M-V functional and the def2-TZVPD basis", "symbols": ["P", "P", "C", "C", "H", "H", "H", "H", "C", "H", "H", "H", "C", "H", "H", "H", "C", "H", "H", "H", "C", "H", "H", "H", "W", "C", "C", "C", "C", "C", "C", "C", "C", "C", "H", "H", "H", "H", "H", "H", "H", "H", "H", "H", "H", "H", "H", "H", "H", "C", "N", "C", "C", "C", "C", "C", "C", "C", "C", "H", "H", "H", "H", "H", "H", "H", "H", "H", "H", "H", "H"], "coordinates": [[1.629, 3.110, -2.390], [-2.664, -0.735, 0.481], [-0.393, -0.837, -1.406], [-1.731, -1.452, -0.939], [-0.191, -1.182, -2.452], [-0.559, 0.268, -1.499], [-2.389, -1.430, -1.811], [-1.600, -2.525, -0.674], [-1.651, -1.383, 1.828], [-2.202, -1.453, 2.776], [-0.739, -0.776, 1.958], [-1.337, -2.398, 1.536], [-4.402, -1.156, 0.576], [-4.538, -2.135, 1.030], [-4.846, -1.184, -0.421], [-4.955, -0.417, 1.164], [3.212, 2.337, -2.921], [3.780, 3.282, -3.044], [3.150, 1.814, -3.891], [3.738, 1.681, -2.209], [0.696, 2.238, -3.742], [-0.020, 1.434, -3.470], [1.345, 1.851, -4.551], [0.110, 3.081, -4.148], [1.615, -1.531, -0.853], [1.214, -3.477, -0.622], [1.904, -2.949, 0.561], [3.383, -3.187, 0.801], [4.306, -2.642, -0.321], [3.614, -1.621, -1.189], [2.870, -2.051, -2.378], [2.749, -3.526, -2.698], [1.958, -4.332, -1.625], [1.812, -0.195, 0.619], [0.169, -3.711, -0.440], [1.309, -2.830, 1.465], [3.590, -4.264, 0.913], [3.657, -2.677, 1.744], [5.179, -2.169, 0.148], [4.755, -3.454, -0.915], [4.139, -0.680, -1.330], [2.975, -1.429, -3.275], [3.739, -3.996, -2.811], [2.233, -3.639, -3.671], [1.202, -4.931, -2.148], [2.610, -5.061, -1.114], [0.908, 0.431, 0.657], [2.656, 0.447, 0.371], [1.992, -0.629, 1.599], [-1.013, 4.070, 2.529], [-1.544, 3.074, 3.428], [-0.890, 3.016, 4.710], [-1.888, 1.781, 2.880], [-2.797, 1.885, 1.676], [-3.814, 2.843, 1.702], [-4.377, 3.312, 0.503], [-3.838, 2.843, -0.715], [-2.987, 1.724, -0.730], [-2.634, 1.084, 0.493], [-0.640, 4.896, 3.146], [-1.801, 4.449, 1.870], [-0.188, 3.681, 1.907], [-1.623, 2.849, 5.507], [-0.147, 2.207, 4.772], [-0.394, 3.970, 4.906], [-0.972, 1.231, 2.614], [-2.374, 1.187, 3.671], [-4.139, 3.258, 2.668], [-5.187, 4.051, 0.525], [-4.118, 3.337, -1.652], [-2.615, 1.322, -1.681]], "mulliken_spin": [0.937, -0.002, 0.113, -0.017, 0.011, 0.059, 0.003, 0.002, 0.000, 0.000, -0.001, -0.001, 0.000, 0.000, 0.000, 0.000, -0.016, 0.034, -0.003, 0.015, -0.033, 0.036, -0.001, 0.025, 0.171, 0.047, 0.067, 0.003, 0.008, 0.145, 0.186, 0.007, 0.024, 0.107, -0.005, 0.003, 0.014, 0.001, 0.000, 0.010, -0.002, -0.007, 0.021, -0.004, 0.000, 0.006, 0.015, -0.001, 0.019, -0.003, 0.000, 0.000, 0.003, 0.006, -0.001, 0.001, 0.002, 0.002, 0.000, 0.000, 0.000, 0.004, 0.000, 0.000, 0.000, 0.000, -0.001, 0.000, 0.000, 0.000, -0.008], "multiplicity": 3, "charge": 2, "de_lowest_kcal_mol": 0.0, "gap_ev": [5.013, 4.193], "e_tot_ha": -1743.95759}